ORCA calculation (ωB97M-V/def2-TZVPD) on a 2-piece molecular cluster, C2H8O2 overall at a distorted geometry.

Geometry as XYZ:
```
12
Properties=species:S:1:pos:R:3
C -1.972 4.200 -4.020
O -0.857 3.650 -3.333
H -2.136 -3.601 3.197
H -2.289 -2.310 1.965
H -2.588 4.866 -3.392
H -2.586 3.336 -4.324
H -2.983 -2.069 4.291
C -2.850 -3.042 2.568
H -0.341 4.436 -3.059
O -3.585 -2.333 3.564
H -1.670 4.753 -4.926
H -3.349 -3.751 1.887
```

Computed properties:
LUMO level = 1.020 eV
HOMO-LUMO gap = 11.3 eV
Energy = -6297.30225 eV
SMILES string = CO.CO

Charges in e, computed with Mulliken, in the same order as the atoms: -0.4685 -0.4898 0.2009 0.2197 0.2334 0.1942 0.3129 -0.4529 0.2975 -0.5123 0.2331 0.2317